This record from the OMol25 dataset describes one molecule with the formula C25H25NO4. The level of theory is ωB97M-V/def2-TZVPD.

Structure (XYZ):
```
55
Properties=species:S:1:pos:R:3:nbo_charge:R:1
C -6.94437 -0.81680 -3.92828 -0.38
C -6.51250 -0.28427 -2.80198 -0.18
C -5.61865 0.91510 -2.72351 -0.11
O -4.66100 0.68058 -1.71050 -0.51
C -3.74260 1.64342 -1.43812 0.39
C -3.68613 2.88954 -2.05485 -0.32
C -2.72389 3.80668 -1.65860 -0.19
C -1.82385 3.50265 -0.66103 -0.22
C -1.84345 2.23771 -0.06121 -0.07
C -0.88840 1.95333 0.99498 -0.09
C -0.21915 0.80214 1.21550 -0.08
C -0.15984 -0.36188 0.30032 0.65
O -0.69391 -0.56986 -0.76693 -0.58
N 0.74342 -1.24463 0.87742 -0.43
C 1.10967 -2.49284 0.25352 -0.25
C 2.54451 -2.49605 -0.20800 -0.06
C 3.04067 -1.42361 -0.93902 -0.15
C 4.35609 -1.41242 -1.36073 -0.22
C 5.20798 -2.47201 -1.07047 -0.01
C 6.63952 -2.44472 -1.51093 -0.63
C 4.70532 -3.54437 -0.34556 -0.21
C 3.39053 -3.55598 0.08439 -0.20
C 1.24236 -0.74672 2.05185 0.35
C 2.20711 -1.53468 2.85047 -0.69
C 0.70225 0.49076 2.30366 -0.30
C 0.99919 1.27861 3.48925 0.79
O 1.80579 0.97608 4.34398 -0.63
O 0.27565 2.41653 3.57763 -0.52
C 0.52414 3.20825 4.72698 -0.26
C -2.81315 1.32389 -0.44981 -0.22
H -7.60212 -1.66836 -3.93701 0.20
H -6.66506 -0.41832 -4.89000 0.19
H -6.78933 -0.69437 -1.84148 0.21
H -6.22514 1.80029 -2.46739 0.18
H -5.12802 1.09473 -3.68963 0.18
H -4.38237 3.16165 -2.83258 0.22
H -2.69246 4.77520 -2.13625 0.21
H -1.08168 4.22561 -0.35684 0.21
H -0.68717 2.77994 1.66336 0.23
H 0.92732 -3.32380 0.94261 0.21
H 0.43999 -2.59546 -0.60902 0.26
H 2.38825 -0.59680 -1.18031 0.21
H 4.72784 -0.57096 -1.92750 0.21
H 7.24544 -1.91717 -0.77329 0.22
H 7.03451 -3.45264 -1.61315 0.22
H 6.74225 -1.92582 -2.46123 0.22
H 5.35025 -4.37922 -0.11140 0.21
H 3.01937 -4.39928 0.64979 0.21
H 2.45036 -0.99623 3.76070 0.28
H 1.78334 -2.50690 3.10178 0.23
H 3.11649 -1.70581 2.27452 0.25
H 0.31990 2.63662 5.63483 0.19
H 1.56652 3.53410 4.74770 0.19
H -0.14316 4.06369 4.65623 0.19
H -2.87858 0.35488 0.01514 0.23
```

* SMILES: C=CCOc1cccc(/C=C2\C(=O)N(Cc3ccc(C)cc3)C(C)=C2C(=O)OC)c1
* gap between HOMO and LUMO: 7.66 eV
* energy above the lowest of the compared OMol25 structures with the same formula, charge and spin: 156.7 kJ/mol
* HOMO energy: -0.2875 Ha
* energy: -36010.4321 eV



This record from the OMol25 dataset describes one molecule with the formula C4H10N2O. The level of theory is ωB97M-V/def2-TZVPD.

Structure (XYZ):
```
17
Properties=species:S:1:pos:R:3:nbo_charge:R:1
C 0.48993 1.26975 1.69253 -0.62
C 0.55440 0.81969 0.24477 -0.17
C 1.82213 0.01805 -0.03152 0.43
O 2.62816 0.27065 -0.88148 -0.50
N -0.71726 0.18234 -0.13942 -0.63
C -0.62913 -0.91894 -1.12214 -0.06
N -1.93141 -1.49272 -1.44925 -0.81
H 0.03930 0.53269 2.35616 0.21
H 1.47043 1.58259 2.05045 0.22
H -0.08914 2.19286 1.77610 0.23
H 0.65418 1.65011 -0.47236 0.20
H 1.88454 -0.94011 0.52085 0.09
H -1.21190 -0.24459 0.63293 0.35
H 0.05753 -1.68429 -0.74376 0.15
H -0.18836 -0.65419 -2.08800 0.19
H -2.37137 -1.90954 -0.63556 0.35
H -2.46201 -0.67435 -1.71030 0.36
```

* SMILES: C[C@@H](C=O)NCN
* gap between HOMO and LUMO: 9.95 eV
* energy above the lowest of the compared OMol25 structures with the same formula, charge and spin: 206.8 kJ/mol
* HOMO energy: -0.3337 Ha
* energy: -9336.8443 eV



This record from the OMol25 dataset describes a 7-piece molecular cluster, C44H76F2I2N6O4PSSi overall. The level of theory is ωB97M-V/def2-TZVPD.

Structure (XYZ):
```
137
Properties=species:S:1:pos:R:3:lowdin_charge:R:1
C 6.42113 1.54333 -1.34182 -0.16
C 5.34430 1.94491 -2.33095 -0.32
C 4.59472 3.16456 -1.86265 -0.58
I 5.99750 4.80905 -1.89781 1.01
C 3.25919 3.43002 -2.59366 -0.37
O 2.16171 3.54918 -1.72172 -0.30
P 2.11520 5.16678 -1.10415 0.64
C 0.38571 5.66091 -1.83393 -0.69
I -0.71019 4.20608 -3.03057 1.00
C -0.55463 6.42131 -0.90732 -0.36
C -1.58531 5.67158 -0.10258 -0.15
C 1.48440 4.52605 0.61951 -0.56
F 1.05427 5.51351 1.43954 0.02
F 2.62613 4.09217 1.26563 -0.02
C 0.50003 3.35847 0.67011 -0.20
C 1.00623 1.95124 0.85655 -0.23
Si -0.42116 0.74826 0.99934 0.60
C 0.26610 -0.96811 1.31469 -0.17
C -1.42230 1.16754 2.53775 -0.16
C -1.55808 0.78880 -0.48439 -0.24
C -1.06241 1.08722 -1.70837 -0.18
C -1.86344 1.16436 -2.78189 -0.22
C -3.17837 0.94041 -2.64892 -0.12
C -3.69630 0.60453 -1.45062 -0.11
C -2.88812 0.52987 -0.37574 -0.11
O 2.88653 5.73703 -2.61954 -0.32
C 3.14643 4.66487 -3.43977 -0.51
C 4.18601 4.92624 -4.51055 -0.28
S 3.41550 4.79064 -6.09268 0.64
O 2.90742 3.47005 -6.26266 -0.34
O 2.47764 5.84882 -6.23153 -0.33
H 7.26799 1.10454 -1.84619 0.07
H 6.10607 0.82073 -0.62996 0.02
H 6.78940 2.37850 -0.77254 0.01
H 4.63088 1.14233 -2.37319 0.11
H 5.80474 2.09351 -3.29202 0.09
H 4.36320 3.00408 -0.83106 0.08
H 3.04051 2.52912 -3.14729 0.15
H 2.17235 6.53996 -0.63489 0.04
H 3.44099 5.05795 -0.59107 -0.01
H 0.65840 6.35018 -2.59738 0.02
H -1.08981 7.12112 -1.52442 0.09
H 0.06548 7.02670 -0.27442 0.08
H -2.36260 6.36388 0.17189 0.06
H -2.06278 4.87614 -0.64328 0.01
H -1.20550 5.30589 0.82552 0.04
H -0.16147 3.34722 -0.18023 0.06
H -0.12039 3.55509 1.53155 0.10
H 1.67687 1.63926 0.07713 0.07
H 1.56307 1.81934 1.76616 0.08
H 1.07244 -1.20942 0.64688 0.02
H 0.68123 -0.99676 2.30917 0.02
H -0.49382 -1.71744 1.24311 0.00
H -2.21145 0.44772 2.65367 0.02
H -0.80426 1.21984 3.41307 0.01
H -1.91897 2.10382 2.35651 0.03
H -0.02193 1.30447 -1.82415 0.09
H -1.43974 1.43472 -3.72461 0.07
H -3.82066 1.02577 -3.49564 0.10
H -4.72902 0.40147 -1.32166 0.06
H -3.28698 0.26598 0.57505 0.08
H 2.22316 4.50598 -3.98879 0.09
H 5.03693 4.27430 -4.47041 0.04
H 4.47649 5.95512 -4.43422 0.09
H 4.42263 4.98393 -6.97648 0.06
C -0.02325 3.28931 6.79085 -0.11
C -0.61759 2.21103 7.69061 -0.26
C -1.49061 1.21275 6.92059 -0.20
C -2.61384 1.87950 6.28006 -0.25
N -3.49800 2.41543 5.77384 0.15
H -0.80247 3.89466 6.32816 0.07
H 0.61340 3.95955 7.36732 0.07
H 0.58237 2.85124 5.99675 0.08
H -1.21061 2.68005 8.47766 0.11
H 0.18839 1.66269 8.18133 0.10
H -1.88426 0.44918 7.59149 0.11
H -0.90381 0.71263 6.14879 0.11
C -8.43457 -1.04379 -2.32210 -0.11
C -8.53660 -2.30262 -1.46709 -0.26
C -7.96397 -2.11555 -0.05882 -0.20
C -6.55648 -1.77397 -0.11896 -0.22
N -5.43816 -1.50218 -0.15980 0.19
H -7.39500 -0.75301 -2.47747 0.07
H -8.87770 -1.21021 -3.30392 0.07
H -8.95627 -0.20662 -1.85518 0.08
H -8.01236 -3.12094 -1.96158 0.11
H -9.58383 -2.59787 -1.38115 0.10
H -8.06709 -3.03510 0.51458 0.09
H -8.49628 -1.32126 0.46715 0.12
C -3.15765 -4.08645 1.72292 -0.10
C -3.72313 -5.22088 2.57243 -0.25
C -4.49141 -6.26061 1.74207 -0.20
C -5.61334 -5.63255 1.06094 -0.21
N -6.48356 -5.13394 0.48585 0.16
H -3.94860 -3.51749 1.23233 0.05
H -2.59519 -3.39014 2.34316 0.07
H -2.48705 -4.46670 0.95154 0.06
H -4.38113 -4.80620 3.33896 0.11
H -2.90712 -5.72838 3.09290 0.09
H -4.86673 -7.06152 2.38071 0.12
H -3.82537 -6.69293 0.99287 0.05
C -2.95338 -2.12591 -4.50951 -0.10
C -2.08965 -3.35895 -4.75015 -0.26
C -1.93891 -4.22648 -3.49441 -0.19
C -1.30968 -3.47847 -2.41813 -0.23
N -0.80811 -2.86394 -1.58280 0.18
H -2.51163 -1.46603 -3.76296 0.05
H -3.06215 -1.55089 -5.42904 0.08
H -3.95108 -2.40616 -4.16595 0.08
H -1.10333 -3.04807 -5.09817 0.11
H -2.53134 -3.96680 -5.54248 0.10
H -1.32843 -5.10495 -3.70378 0.11
H -2.91457 -4.57068 -3.14934 0.12
C 9.08259 -2.01894 2.92326 -0.11
C 8.77613 -2.25545 1.44871 -0.26
C 8.43490 -0.96517 0.69617 -0.19
C 7.26015 -0.30105 1.24834 -0.25
N 6.34443 0.24256 1.66346 0.18
H 8.21820 -1.60865 3.44610 0.07
H 9.34949 -2.95537 3.41400 0.07
H 9.91614 -1.32567 3.04597 0.08
H 7.95092 -2.95255 1.36046 0.11
H 9.63982 -2.71972 0.96858 0.11
H 8.23966 -1.17341 -0.35605 0.12
H 9.27286 -0.26911 0.75013 0.12
C 1.03772 -5.86797 1.13067 -0.10
C 0.59744 -7.01203 2.02473 -0.26
C -0.02841 -8.16546 1.23276 -0.18
C -1.19873 -7.69416 0.50362 -0.20
N -2.12943 -7.32047 -0.07045 0.17
H 0.19689 -5.42962 0.60713 0.06
H 1.49835 -5.07616 1.71910 0.08
H 1.76380 -6.20552 0.38788 0.08
H -0.12245 -6.63941 2.75515 0.10
H 1.45149 -7.39627 2.58580 0.11
H -0.33309 -8.97031 1.90160 0.12
H 0.68298 -8.57468 0.51459 0.12
```

* gap between HOMO and LUMO: 6.18 eV
* HOMO energy: -0.1657 Ha
* net charge: -1
* energy: -113628.5070 eV



This record from the OMol25 dataset describes a 2-piece molecular cluster, C6H14N2O2 overall. The level of theory is ωB97M-V/def2-TZVPD.

Structure (XYZ):
```
24
Properties=species:S:1:pos:R:3:nbo_charge:R:1
C -0.63673 -1.41885 -1.68707 -0.44
N -1.91116 -1.21442 -1.07400 -0.61
C -2.09280 -0.54706 0.11174 0.69
C -3.48962 -0.58188 0.67214 -0.72
O -1.23126 0.15268 0.61034 -0.64
H -0.74985 -1.71029 -2.72472 0.21
H -0.05033 -0.51026 -1.76784 0.22
H 0.08842 -2.06968 -1.19664 0.20
H -2.50115 -2.04144 -1.10202 0.38
H -3.82476 0.45104 0.66864 0.25
H -4.22251 -1.14282 0.09342 0.22
H -3.39826 -0.83230 1.72497 0.25
C 2.55647 -0.75251 -0.07648 -0.42
N 1.79014 0.36758 0.41784 -0.64
C 2.36378 1.55421 0.74433 0.67
C 1.36756 2.66078 0.98785 -0.71
O 3.57188 1.68793 0.84800 -0.64
H 2.20173 -1.67489 0.38800 0.19
H 2.47194 -0.86104 -1.15297 0.18
H 3.60480 -0.56789 0.11540 0.24
H 0.78564 0.27062 0.36142 0.42
H 0.80525 2.48863 1.90378 0.24
H 0.68201 2.64016 0.13856 0.22
H 1.81883 3.65170 0.99531 0.23
```

* SMILES: CNC(C)=O.CNC(C)=O
* gap between HOMO and LUMO: 9.57 eV
* energy above the lowest of the compared OMol25 structures with the same formula, charge and spin: 57.4 kJ/mol
* HOMO energy: -0.3324 Ha
* energy: -13525.0291 eV